1.
Below is C31H54BN2O3PRuS as an isolated structure, with properties calculated with ωB97M-V with the def2-TZVPD basis set.

```
94
Properties=species:S:1:pos:R:3:forces:R:3
Ru -0.462 -0.411 -0.890 0.03 -0.64 0.58
C -1.733 -1.954 0.606 -0.09 0.11 -0.05
C -0.867 -2.611 -0.327 0.03 0.10 -0.35
C 0.494 -2.311 0.109 0.31 0.15 -0.37
C 0.365 -1.446 1.236 0.09 0.01 0.00
C -0.987 -1.297 1.603 -0.19 0.18 0.06
C -1.541 -0.772 2.926 0.07 0.02 -0.08
C -2.054 0.666 2.810 -0.01 0.03 0.02
C -2.721 -1.656 3.362 0.00 -0.10 -0.01
C -0.447 -0.822 3.999 0.02 -0.02 -0.02
C 1.917 -2.727 -0.346 -0.04 0.12 0.06
C 2.474 -1.703 -1.348 0.11 -0.17 -0.07
C 2.012 -4.126 -0.954 -0.01 -0.06 0.22
C 2.845 -2.728 0.886 -0.01 -0.01 0.04
C -1.469 -3.491 -1.437 0.06 0.08 -0.08
C -2.953 -3.126 -1.614 -0.09 -0.09 -0.01
C -0.798 -3.285 -2.824 -0.03 -0.13 0.17
C -1.413 -4.966 -1.017 0.00 -0.07 -0.05
H -2.803 -2.079 0.637 0.01 0.09 -0.08
H 1.195 -1.058 1.805 -0.03 0.00 -0.06
H -2.706 0.755 1.935 -0.03 0.05 0.03
H -1.223 1.371 2.722 -0.06 -0.04 0.01
H -2.630 0.939 3.700 0.07 -0.04 -0.07
H -3.610 -1.480 2.747 0.12 -0.04 0.04
H -2.987 -1.432 4.399 0.01 0.01 -0.11
H -2.466 -2.717 3.302 -0.02 0.09 0.03
H 0.376 -0.138 3.767 -0.04 -0.05 0.00
H -0.039 -1.830 4.098 -0.02 0.06 0.01
H -0.860 -0.528 4.965 0.02 0.01 -0.03
H 1.938 -1.747 -2.299 -0.04 0.04 -0.04
H 3.532 -1.903 -1.559 -0.15 -0.02 0.05
H 2.408 -0.690 -0.946 -0.01 0.11 0.02
H 1.477 -4.224 -1.889 -0.13 0.00 -0.11
H 1.652 -4.883 -0.253 0.01 0.02 -0.04
H 3.061 -4.347 -1.158 -0.03 0.01 -0.01
H 3.080 -1.718 1.235 -0.04 -0.08 -0.03
H 3.791 -3.206 0.625 -0.04 0.06 0.00
H 2.402 -3.288 1.713 0.06 0.03 -0.05
H -3.085 -2.055 -1.803 -0.04 -0.01 -0.02
H -3.558 -3.402 -0.747 0.07 0.04 -0.09
H -3.355 -3.671 -2.470 0.01 0.02 0.07
H -0.287 -2.322 -2.895 0.08 0.12 -0.01
H -1.552 -3.315 -3.613 0.04 -0.06 0.08
H -0.077 -4.062 -3.063 0.08 -0.01 0.06
H -1.946 -5.114 -0.075 0.04 0.00 -0.06
H -0.389 -5.311 -0.889 -0.03 0.00 -0.01
H -1.890 -5.591 -1.778 0.04 0.06 0.08
C -3.427 2.097 -0.776 -0.06 0.24 -0.06
P -2.223 3.152 0.022 0.31 -0.33 0.09
C -2.925 3.807 1.514 -0.04 0.05 0.11
C -1.713 4.480 -1.031 -0.01 0.09 -0.10
O -0.935 2.226 0.318 -0.41 0.59 0.02
H -4.393 2.195 -0.277 0.09 0.05 -0.05
H -3.095 1.070 -0.697 0.09 -0.33 0.01
H -3.531 2.367 -1.827 0.04 -0.05 0.02
H -3.594 4.627 1.227 0.05 -0.11 0.05
H -2.140 4.193 2.163 -0.01 0.05 0.00
H -3.496 3.036 2.028 0.02 0.02 0.06
H -2.602 5.003 -1.398 0.10 -0.02 0.02
H -1.156 4.056 -1.868 0.00 0.06 -0.04
H -1.087 5.175 -0.469 0.01 -0.02 -0.03
O 1.270 1.851 1.233 -0.03 0.00 0.01
B 0.173 2.643 1.069 0.02 0.02 -0.07
O 0.249 3.869 1.687 0.14 -0.19 -0.02
C 1.509 3.830 2.319 -0.31 0.10 -0.07
C 2.092 4.785 3.109 0.09 0.19 0.09
C 3.349 4.465 3.626 -0.04 0.04 0.00
C 3.960 3.246 3.349 0.02 -0.06 0.00
C 3.345 2.288 2.543 0.17 -0.04 0.02
C 2.113 2.622 2.046 -0.09 -0.23 -0.13
H 1.609 5.733 3.313 0.04 -0.09 0.01
H 3.856 5.183 4.258 -0.03 -0.04 -0.04
H 4.933 3.029 3.771 -0.07 0.04 -0.03
H 3.819 1.340 2.318 -0.06 0.06 0.03
C -0.308 -0.695 -6.051 -0.08 0.21 0.10
N -0.720 0.035 -4.835 -0.03 -0.27 -0.05
C -1.988 -0.420 -4.260 -0.03 0.11 -0.58
C 0.058 0.952 -4.249 0.04 -0.23 0.04
S -0.035 1.350 -2.555 -0.11 0.06 0.24
N 0.938 1.634 -4.990 0.14 0.15 -0.04
C 2.152 2.250 -4.434 -0.20 -0.02 -0.11
C 0.620 2.119 -6.342 0.13 -0.18 0.04
H -0.471 -1.756 -5.875 -0.02 -0.02 0.05
H 0.747 -0.544 -6.248 0.08 0.11 0.02
H -0.889 -0.400 -6.925 0.00 0.06 0.03
H -2.814 0.214 -4.589 0.04 0.04 -0.02
H -1.950 -0.425 -3.189 0.03 0.03 0.50
H -2.177 -1.434 -4.601 0.00 0.07 0.00
H 2.462 1.745 -3.529 -0.02 -0.09 0.08
H 1.989 3.307 -4.222 -0.03 0.02 0.02
H 2.943 2.162 -5.178 -0.05 0.00 -0.01
H -0.403 1.887 -6.612 -0.10 -0.09 0.03
H 1.299 1.702 -7.086 -0.02 -0.04 0.01
H 0.735 3.202 -6.343 0.02 0.03 0.02
```
Positions in Å, forces in eV/Å.

## Properties
- Spin multiplicity: 5
- E_LUMO (alpha / beta): -4.42 / -6.07 eV
- HOMO level (alpha / beta): -12.42 / -13.72 eV
- Total charge: +2

2.
Below is C31H54Cl2HfP2 as an isolated structure, with properties calculated with ωB97M-V with the def2-TZVPD basis set.

```
90
Properties=species:S:1:pos:R:3:forces:R:3
P -0.400 0.906 -1.523 0.12 -1.38 2.48
C -2.027 0.335 -2.167 0.16 0.58 -0.03
C -2.518 1.118 -3.386 -0.41 -0.20 -0.02
C -3.956 0.694 -3.715 0.09 0.04 -0.28
C -4.107 -0.826 -3.871 -0.12 -0.02 0.07
C -3.519 -1.620 -2.696 0.08 0.02 -0.15
C -2.085 -1.189 -2.367 -0.06 0.02 -0.01
C 0.981 0.200 -2.513 -0.31 0.45 -0.07
C 0.896 0.547 -4.000 0.43 -0.15 -0.05
C 2.230 0.185 -4.662 -0.04 -0.08 -0.12
C 2.639 -1.276 -4.407 -0.06 -0.03 -0.11
C 2.557 -1.698 -2.934 -0.05 0.04 0.05
C 1.217 -1.307 -2.297 0.08 0.04 0.08
C -0.307 2.747 -1.592 -0.22 -0.17 -1.08
C -1.427 3.353 -0.735 -0.03 -0.01 -0.05
C -1.382 4.884 -0.745 0.03 -0.01 0.03
C -0.011 5.440 -0.335 -0.03 -0.01 -0.14
C 1.140 4.779 -1.105 -0.06 -0.06 0.01
C 1.054 3.248 -1.096 0.05 0.02 0.01
H -2.697 0.569 -1.316 0.11 -0.05 -0.27
H -1.855 0.941 -4.246 -0.18 -0.03 0.13
H -2.490 2.201 -3.184 -0.02 -0.31 -0.08
H -4.273 1.190 -4.641 -0.09 -0.07 0.15
H -4.621 1.044 -2.917 0.05 0.00 0.00
H -5.172 -1.078 -3.983 0.24 0.06 -0.03
H -3.615 -1.142 -4.798 0.05 0.02 0.02
H -4.145 -1.488 -1.806 0.03 0.02 -0.05
H -3.524 -2.692 -2.941 -0.07 0.20 0.11
H -1.736 -1.717 -1.462 0.00 0.27 -0.29
H -1.419 -1.488 -3.191 -0.26 0.14 0.12
H 1.864 0.717 -2.092 -0.20 -0.13 -0.10
H 3.013 0.851 -4.273 -0.12 -0.04 -0.03
H 0.677 1.618 -4.136 0.07 -0.26 -0.03
H 0.072 -0.017 -4.466 0.21 0.08 0.08
H 2.156 0.364 -5.739 0.16 -0.02 0.04
H 3.660 -1.438 -4.777 -0.16 0.01 0.01
H 1.989 -1.933 -5.001 0.01 0.07 0.07
H 2.699 -2.785 -2.850 0.03 0.23 -0.01
H 3.370 -1.222 -2.366 -0.12 -0.05 -0.08
H 1.216 -1.558 -1.225 -0.04 0.13 -0.28
H 0.409 -1.894 -2.751 0.26 0.14 0.06
H -0.449 3.012 -2.660 0.07 0.37 0.39
H -2.421 3.014 -1.067 0.29 0.05 0.07
H -1.304 2.976 0.289 -0.02 0.13 -0.13
H -1.621 5.236 -1.757 -0.01 -0.01 0.10
H -2.160 5.268 -0.069 0.16 -0.01 -0.21
H 0.139 5.300 0.742 -0.02 -0.09 -0.02
H 0.008 6.522 -0.515 0.01 -0.14 0.10
H 2.104 5.084 -0.673 -0.20 0.00 -0.16
H 1.121 5.126 -2.147 0.03 -0.01 0.10
H 1.879 2.833 -1.693 -0.22 0.09 0.13
H 1.190 2.873 -0.074 0.04 0.12 -0.12
Hf -0.173 -0.181 1.774 -1.68 -1.10 -5.63
Cl 1.910 0.520 0.866 1.08 -0.11 0.50
Cl -2.254 0.879 1.652 -0.75 0.38 0.42
C -0.630 -2.143 1.144 0.28 1.03 0.83
H -1.691 -2.342 0.904 0.19 0.30 0.24
C 0.159 -3.346 0.975 0.24 -0.50 -0.18
C 1.587 -3.340 0.938 -0.73 0.08 0.20
C 2.303 -4.531 0.899 -0.17 -0.12 -0.05
C 1.640 -5.759 0.848 -0.59 0.03 0.06
C 0.225 -5.791 0.817 0.55 0.14 -0.07
C -0.501 -4.608 0.853 0.77 0.22 0.10
H 2.102 -2.367 0.942 -0.14 -0.51 0.04
H 3.392 -4.500 0.908 -0.19 -0.04 -0.05
H -0.299 -6.752 0.766 0.23 0.35 -0.02
H -1.588 -4.617 0.810 0.16 -0.04 0.08
H 2.200 -6.691 0.832 -0.06 0.16 -0.01
C -1.941 -0.124 5.397 -0.17 -0.08 0.04
C -0.615 0.643 5.479 -0.21 0.28 0.23
P 0.512 0.204 4.112 0.91 -0.12 1.93
C 1.978 1.302 4.245 0.16 -0.01 0.01
C 2.585 1.391 5.640 0.25 0.04 0.20
C 1.066 -1.549 4.273 0.05 -0.31 0.92
C 1.429 -1.925 5.713 0.47 -0.40 0.23
H -2.471 0.120 4.467 0.17 -0.14 0.22
H -2.597 0.154 6.234 0.21 -0.07 -0.18
H -1.794 -1.213 5.436 -0.01 0.28 -0.03
H -0.813 1.720 5.350 0.09 -0.26 -0.05
H -0.145 0.554 6.471 -0.02 -0.19 -0.38
H 2.725 0.980 3.498 -0.42 0.03 0.27
H 1.635 2.293 3.917 0.03 -0.14 0.01
H 3.053 0.448 5.947 -0.18 0.26 -0.07
H 3.365 2.157 5.660 -0.08 -0.06 -0.01
H 1.836 1.671 6.386 0.14 -0.06 -0.04
H 0.256 -2.201 3.908 0.19 0.34 0.05
H 1.924 -1.745 3.613 -0.21 0.25 -0.04
H 0.674 -1.594 6.434 0.10 -0.04 -0.13
H 1.516 -3.015 5.812 -0.04 0.21 -0.05
H 2.401 -1.507 6.008 -0.36 -0.09 -0.03
```
Positions in Å, forces in eV/Å.

## Properties
- E_LUMO (alpha / beta): 0.09 / 0.09 eV
- HOMO level (alpha / beta): -5.82 / -5.82 eV

Quick rundown of largest force on an atom, same order as above: 0.9, 6.0 eV/A